Formula: C25H27CoN3O3SSe3Te
Source: the Open Molecules 2025 dataset
Level of theory: ωB97M-V/def2-TZVPD

The geometry in XYZ format:
```
64
C25H27CoN3O3SSe3Te ωB97M-V/def2-TZVPD
Te -0.208 5.099 -1.215
Se -2.075 1.639 0.316
Se 1.045 3.249 -0.259
Se -3.154 2.753 -1.335
Co 0.110 1.158 0.020
S 1.379 -3.084 -0.475
O 2.196 0.515 3.490
O 1.571 -0.717 -3.281
O 0.412 -2.109 0.116
N 0.438 1.024 2.039
N 0.128 0.480 -1.875
N 1.829 0.402 0.014
C -2.981 -0.269 -3.806
C 0.502 2.182 -4.152
C 1.814 -4.196 0.858
C 1.273 -0.116 -2.232
C -2.021 -0.318 -2.792
C 3.581 -0.597 -1.191
C 1.687 0.677 2.370
C 2.512 0.344 1.142
C -0.394 3.594 3.090
C -2.830 0.553 -4.906
C -2.264 -1.237 -1.625
C 3.806 -0.141 1.157
C 0.402 -4.253 -1.408
C -0.456 -1.439 3.189
C -0.970 -0.118 3.683
C -1.696 1.347 -5.001
C -0.941 2.304 3.629
C 2.299 -0.083 -1.119
C -1.887 2.321 4.653
C -0.724 1.326 -4.011
C -1.926 -0.068 4.698
C -2.395 1.144 5.183
C -0.495 1.074 3.127
C -0.889 0.493 -2.892
C 4.353 -0.597 -0.038
H -1.056 -2.259 3.596
H -0.475 -4.504 -0.807
H 2.388 -5.047 0.477
H -3.868 -0.890 -3.710
H 4.339 -0.165 2.099
H -0.480 -1.489 2.101
H -3.149 1.171 5.963
H -2.308 -1.002 5.105
H 0.885 -4.515 1.339
H -3.110 -0.877 -1.035
H -2.505 -2.249 -1.986
H -1.562 2.005 -5.858
H 5.368 -0.976 -0.065
H 0.586 -1.577 3.499
H 1.005 -5.138 -1.639
H 1.382 1.562 -4.353
H -0.751 3.767 2.078
H 0.104 -3.746 -2.327
H -0.710 4.435 3.716
H 3.925 -0.999 -2.137
H -1.405 -1.294 -0.966
H 0.693 2.735 -3.236
H -3.587 0.579 -5.683
H 2.416 -3.613 1.559
H 0.697 3.572 3.046
H 0.378 2.898 -4.969
H -2.228 3.280 5.032
```

## Properties
Electronic energy in eV: -288773.6084
<S²>: 0.786
Charge: -2
Strongest force on any atom in eV/Å: 1.245
Multiplicity: 2

So, what does the Löwdin scheme give us? The charges, in e, come out as: 0.11, 0.11, 0.02, -0.22, -0.20, 0.84, 0.00, -0.01, -0.50, 0.03, 0.05, 0.01, -0.09, -0.05, -0.26, -0.50, -0.24, -0.03, -0.49, -0.17, -0.07, -0.12, -0.08, 0.00, -0.26, -0.04, -0.21, -0.07, -0.22, -0.21, -0.07, -0.21, -0.07, -0.12, -0.23, -0.21, -0.07, 0.07, 0.06, 0.05, 0.10, 0.11, 0.05, 0.08, 0.09, 0.06, 0.06, 0.07, 0.10, 0.09, 0.08, 0.05, 0.07, 0.02, 0.05, 0.07, 0.11, 0.02, 0.01, 0.08, 0.05, 0.07, 0.07, 0.10

=====

Formula: BrClIO3P
Source: the Open Molecules 2025 dataset
Level of theory: ωB97M-V/def2-TZVPD

The geometry in XYZ format:
```
7
BrClIO3P ωB97M-V/def2-TZVPD
I -2.961 -0.753 -0.099
Br 2.770 -1.245 -0.054
Cl 0.387 2.496 -0.328
P -0.653 -0.018 0.264
O -0.473 1.105 -0.836
O -0.350 0.206 1.671
O 1.280 -1.790 -0.618
```

## Properties
Electronic energy in eV: -106092.4694
Strongest force on any atom in eV/Å: 2.272
Multiplicity: 1

So, what does the Löwdin scheme give us? The charges, in e, come out as: 0.50, 0.76, 0.66, 0.19, -0.83, -0.40, -0.86

=====

Formula: C48H56HfN6O6SbSe
Source: the Open Molecules 2025 dataset
Level of theory: ωB97M-V/def2-TZVPD

The geometry in XYZ format:
```
119
C48H56HfN6O6SbSe ωB97M-V/def2-TZVPD
Hf -0.198 0.426 -0.186
Sb 2.583 -3.645 0.944
Se -1.848 0.572 -2.116
O 0.642 1.262 1.528
O 0.999 1.110 -1.790
O -0.122 -1.521 -0.562
O 2.027 0.085 2.754
O 0.280 -0.823 1.839
O 2.283 -0.108 -0.065
N -0.427 2.866 -0.089
N 0.797 -2.577 -2.874
N 0.571 0.602 -4.420
N 1.047 0.140 2.077
N 4.126 0.222 -1.338
N -2.152 0.199 0.882
C 0.935 -2.353 -4.309
C 2.471 4.361 -1.734
C 3.512 -7.967 0.695
C -2.183 2.565 1.725
C -1.768 -4.749 -1.054
C -2.144 -5.431 1.063
C 1.514 2.194 -2.187
C -1.048 -5.745 -0.103
C 4.614 -4.449 -1.542
C 3.313 -5.585 0.318
C 4.214 -5.672 -0.748
C 5.118 -3.226 2.289
C 3.240 4.320 -2.913
C 3.733 -0.726 -2.365
C -1.690 -4.733 2.313
C 2.063 2.272 -3.492
C -4.220 -5.288 -0.443
C 6.159 -3.164 3.203
C -2.305 -2.207 0.231
C -1.525 3.470 0.680
C 0.577 3.616 -0.331
C 2.273 -4.546 4.459
C 4.230 5.414 -3.223
C -2.790 -0.889 0.714
C 1.612 1.360 -4.499
C 3.862 -3.692 2.670
C -2.975 1.397 1.137
C 1.590 3.361 -1.368
C 0.898 -4.956 -2.368
C 0.094 -5.263 0.562
C -0.022 -3.736 -2.531
C -1.058 -2.438 -0.584
C 0.570 -4.537 1.473
C 3.625 -4.087 3.987
C 4.408 -8.055 -0.362
C 2.970 3.301 -3.802
C 0.090 -0.257 -5.504
C 5.935 -3.565 4.510
C -2.934 -4.597 -0.013
C -0.458 -4.297 2.551
C -3.193 -3.193 0.398
C 4.747 -6.916 -1.076
C -0.264 -1.639 -4.967
C 5.390 0.913 -1.515
C 4.682 -4.020 4.891
C 2.967 -6.735 1.027
C -0.964 -3.536 -1.353
C 3.364 0.432 -0.263
H 3.738 -3.914 -1.918
H 0.416 -1.748 -2.432
H -0.172 -3.784 3.455
H 4.983 5.498 -2.437
H 1.660 -3.688 4.745
H 0.634 4.607 0.130
H 1.440 -4.901 -1.418
H 4.746 5.221 -4.163
H 4.517 -4.329 5.917
H -2.459 -4.584 3.064
H -2.669 -6.347 1.335
H 5.236 -4.723 -2.394
H 3.429 3.312 -4.786
H -1.024 -6.783 -0.427
H 5.191 -3.752 -0.928
H -3.809 1.128 1.789
H 1.121 -3.311 -4.799
H -4.025 -6.314 -0.765
H -0.697 -3.976 -3.374
H -0.801 0.212 -5.924
H -3.382 1.686 0.164
H -1.062 -1.512 -4.230
H -3.866 -0.886 0.895
H 5.373 1.486 -2.443
H -1.441 2.209 2.440
H 6.213 0.198 -1.561
H 5.441 -6.989 -1.905
H 1.840 -1.754 -4.458
H 1.752 -5.094 3.676
H 3.242 -8.849 1.260
H 2.150 1.345 -5.446
H 3.638 -0.207 -3.322
H 2.783 -1.186 -2.102
H 6.738 -3.527 5.234
H 0.352 -5.903 -2.406
H 1.641 -4.971 -3.167
H -0.069 0.626 -3.566
H -2.886 3.192 2.275
H 0.857 -0.311 -6.279
H 5.558 1.595 -0.684
H -4.145 -2.989 0.882
H -1.180 4.393 1.155
H 4.844 -9.009 -0.630
H 4.498 -1.500 -2.463
H -4.672 -4.751 -1.278
H 5.302 -2.913 1.263
H -2.289 3.742 -0.055
H -4.939 -5.318 0.379
H 3.781 1.151 0.457
H -2.073 -5.261 -1.971
H 7.131 -2.800 2.897
H 2.357 -5.200 5.326
H 2.541 5.241 -1.099
H 3.737 6.385 -3.304
H 2.260 -6.687 1.849
H -0.670 -2.223 -5.796
```

## Properties
Electronic energy in eV: -145091.4203
Charge: +1
Strongest force on any atom in eV/Å: 2.796
Multiplicity: 1

Here are the Löwdin charges for atoms 1 to 99, given in e: 1.33, 1.65, 0.14, -0.17, -0.26, -0.31, 0.12, -0.05, -0.11, -0.06, -0.02, 0.06, -0.53, -0.15, -0.13, -0.20, 0.03, -0.08, -0.17, -0.12, -0.07, -0.32, -0.11, -0.08, -0.34, -0.31, -0.16, -0.27, -0.02, -0.03, -0.13, -0.01, -0.08, -0.08, -0.19, -0.07, -0.05, -0.05, -0.12, 0.00, -0.34, -0.21, -0.10, -0.02, 0.06, -0.31, -0.31, -0.26, -0.29, -0.07, 0.01, -0.16, -0.07, -0.36, -0.05, 0.03, -0.04, -0.16, -0.03, -0.04, -0.12, -0.09, -0.28, 0.05, 0.06, 0.10, 0.08, 0.09, 0.13, 0.03, 0.08, 0.12, 0.13, 0.16, 0.08, 0.13, 0.16, 0.06, 0.12, 0.11, 0.09, 0.15, 0.13, 0.09, 0.08, 0.14, 0.09, 0.11, 0.09, 0.11, 0.10, 0.04, 0.11, 0.15, 0.09, 0.07, 0.11, 0.09, 0.09

=====

Formula: C13H48MnN22O13
Source: the Open Molecules 2025 dataset
Level of theory: ωB97M-V/def2-TZVPD

The geometry in XYZ format:
```
97
C13H48MnN22O13 ωB97M-V/def2-TZVPD
Mn 15.414 20.082 6.845
O 17.087 21.269 7.537
O 20.390 18.494 0.207
O 15.209 16.474 11.848
O 20.461 15.342 9.743
O 19.136 23.612 3.136
O 13.086 14.943 2.148
O 14.781 18.968 0.849
O 21.367 20.235 9.334
O 17.736 15.467 3.284
O 16.438 19.853 5.030
O 16.157 18.194 7.440
O 12.148 14.988 6.269
O 13.507 19.347 6.477
N 19.550 16.025 7.791
N 14.988 14.018 2.939
N 18.777 17.000 0.716
N 14.292 14.214 6.033
N 18.274 21.542 2.841
N 17.747 22.671 4.718
N 23.327 20.182 8.250
N 11.340 18.772 6.684
N 19.158 22.052 7.984
N 15.455 18.252 10.412
N 19.777 18.259 2.371
N 19.940 14.958 3.217
N 18.813 14.545 5.126
N 12.558 18.100 4.849
N 19.133 17.201 9.689
N 13.897 15.856 7.481
N 12.584 19.298 1.411
N 15.836 16.198 9.649
N 14.807 16.238 2.937
N 14.232 19.888 2.860
N 18.228 20.395 9.254
N 21.401 19.681 7.118
C 17.097 17.862 6.434
C 19.718 17.903 1.055
C 18.446 22.678 3.557
C 21.994 20.039 8.276
C 18.132 21.260 8.244
C 18.748 15.014 3.833
C 19.680 16.079 9.144
C 13.932 19.385 1.635
C 13.341 15.031 6.546
C 12.489 18.767 6.013
C 14.224 15.067 2.607
C 15.361 16.910 10.717
C 16.835 18.515 5.047
H 17.761 18.347 4.474
H 16.032 15.217 9.583
H 15.924 14.176 3.282
H 18.704 16.765 -0.255
H 11.387 19.135 7.621
H 15.760 16.183 3.263
H 18.172 16.757 1.485
H 14.414 13.189 2.947
H 17.825 20.742 3.265
H 10.515 18.282 6.387
H 13.302 16.652 7.656
H 23.754 20.079 7.345
H 19.307 17.706 3.066
H 20.688 14.406 3.589
H 18.497 17.765 9.156
H 17.040 16.766 6.305
H 11.700 18.165 4.322
H 20.069 21.937 8.405
H 15.678 18.861 11.176
H 13.424 17.860 4.405
H 18.003 23.444 5.309
H 18.134 17.994 6.778
H 17.408 21.784 5.047
H 15.515 18.363 9.414
H 18.707 21.433 1.942
H 16.064 16.751 8.835
H 15.203 19.865 3.141
H 14.876 16.008 7.592
H 17.573 19.640 9.362
H 12.296 19.002 0.490
H 14.056 13.780 5.155
H 20.432 19.413 7.142
H 15.252 14.442 6.201
H 18.824 16.611 7.415
H 19.660 14.211 5.534
H 17.942 14.687 5.608
H 19.961 15.263 2.254
H 16.158 17.894 4.446
H 19.180 20.359 9.602
H 13.405 19.926 3.424
H 20.181 19.142 2.619
H 12.081 20.135 1.675
H 20.197 15.401 7.352
H 19.088 22.825 7.348
H 19.359 17.464 10.631
H 21.798 19.619 6.198
H 23.772 20.669 9.005
H 14.435 17.095 2.569
```

## Properties
Electronic energy in eV: -104990.9876
<S²>: 8.754
Strongest force on any atom in eV/Å: 2.927
Multiplicity: 6

So, what does the Löwdin scheme give us? The charges, in e, come out as: 1.03, -0.08, 0.01, 0.03, 0.02, 0.00, 0.02, 0.02, -0.02, -0.01, -0.37, -0.39, 0.02, -0.09, 0.15, 0.15, 0.17, 0.16, 0.16, 0.16, 0.17, 0.21, 0.21, 0.14, 0.16, 0.18, 0.17, 0.21, 0.17, 0.17, 0.14, 0.14, 0.18, 0.17, 0.21, 0.18, -0.33, -0.69, -0.69, -0.67, -0.63, -0.64, -0.67, -0.70, -0.68, -0.62, -0.70, -0.65, -0.34, 0.08, 0.11, 0.07, 0.12, 0.13, 0.05, 0.07, 0.12, 0.07, 0.13, 0.09, 0.11, 0.05, 0.11, 0.05, 0.08, 0.12, 0.10, 0.10, 0.08, 0.09, 0.07, 0.04, 0.03, 0.11, 0.02, 0.08, 0.04, 0.08, 0.11, 0.08, 0.09, 0.08, 0.03, 0.09, 0.09, 0.10, 0.08, 0.08, 0.07, 0.09, 0.10, 0.09, 0.11, 0.12, 0.11, 0.12, 0.07

=====

Formula: C31H35Cl2N9OTi
Source: the Open Molecules 2025 dataset
Level of theory: ωB97M-V/def2-TZVPD

The geometry in XYZ format:
```
79
C31H35Cl2N9OTi ωB97M-V/def2-TZVPD
Ti -0.260 -0.168 0.305
Cl -4.781 5.249 -0.273
Cl 0.577 4.889 0.164
O 0.034 1.936 0.349
N -2.300 0.740 0.146
N -1.365 2.979 -2.952
N -0.333 -4.003 2.436
N -1.107 -0.361 2.522
N -0.149 -2.421 0.888
N 1.556 0.169 -1.169
N 1.991 1.310 3.603
N 1.502 -0.047 1.912
N -1.032 -1.168 -1.762
C -4.705 2.152 -0.076
C 1.508 0.449 -2.619
C -0.992 2.708 0.225
C 1.195 -5.253 -1.147
C -0.678 -0.792 -3.160
C -0.896 -1.679 3.141
C 0.835 -0.708 -3.356
C -3.480 2.865 -0.018
C 1.033 0.658 2.914
C -0.962 4.097 0.126
C -0.702 1.640 -2.705
C 0.795 1.776 -2.896
C 5.502 0.844 2.502
C -0.425 0.731 3.236
C -3.463 0.117 0.092
C 1.034 -6.253 -0.176
C 4.512 1.380 3.299
C -4.696 0.789 -0.009
C 0.166 -4.642 1.309
C 0.834 -3.944 -0.898
C 0.292 -3.638 0.350
C -3.364 4.278 -0.095
C 2.886 0.147 1.952
C 3.902 -0.413 1.175
C 3.207 1.007 3.001
C 5.201 -0.048 1.459
C -0.483 -2.698 2.126
C 0.523 -5.964 1.073
C -2.130 4.867 -0.023
C -2.299 2.110 0.125
C -1.327 0.543 -3.539
H 2.195 -0.608 -1.024
H -2.383 2.913 -2.876
H -1.167 0.717 -4.607
H -0.758 -2.138 -1.626
H -5.614 0.219 -0.038
H 1.330 -7.267 -0.406
H 1.622 -5.515 -2.106
H 6.011 -0.470 0.879
H -1.063 3.649 -2.230
H -1.135 3.355 -3.875
H -2.098 -0.156 2.491
H 1.028 -0.600 -4.426
H 1.969 0.959 -0.676
H 6.534 1.102 2.694
H 4.744 2.049 4.117
H -0.823 1.679 2.868
H 2.525 0.549 -3.006
H 3.689 -1.146 0.407
H -2.042 5.944 -0.074
H 0.416 -6.730 1.830
H -0.587 0.696 4.319
H 1.011 2.073 -3.928
H -0.094 -1.609 3.880
H -1.788 -2.014 3.676
H 1.854 1.896 4.409
H 1.307 -1.648 -3.062
H 1.189 2.550 -2.231
H -2.408 0.496 -3.371
H 1.006 -3.181 -1.646
H -0.913 1.438 -1.665
H -3.438 -0.969 0.127
H -1.067 -1.548 -3.847
H -5.634 2.699 -0.164
H -0.526 -4.430 3.327
H -2.048 -1.187 -1.697
```

## Properties
Electronic energy in eV: -96327.1397
<S²>: 2.013
Charge: +2
Strongest force on any atom in eV/Å: 0.747
Multiplicity: 3

So, what does the Löwdin scheme give us? The charges, in e, come out as: 0.85, 0.74, 0.73, -0.19, 0.00, 0.26, 0.19, -0.09, 0.08, 0.03, 0.20, 0.11, 0.04, 0.00, -0.32, -0.45, -0.06, -0.32, -0.09, -0.09, -0.18, -0.32, -0.62, -0.29, -0.07, -0.06, -0.10, -0.13, -0.06, 0.00, -0.02, -0.17, -0.03, -0.21, -0.63, -0.21, -0.03, -0.17, -0.07, -0.29, 0.01, -0.12, -0.16, -0.08, 0.08, 0.17, 0.14, 0.06, 0.12, 0.12, 0.11, 0.11, 0.14, 0.18, 0.12, 0.14, 0.09, 0.11, 0.12, 0.13, 0.15, 0.10, 0.12, 0.12, 0.14, 0.14, 0.14, 0.14, 0.18, 0.11, 0.13, 0.13, 0.08, 0.09, 0.12, 0.15, 0.10, 0.18, 0.08

=====

Formula: C19H27GaNO4
Source: the Open Molecules 2025 dataset
Level of theory: ωB97M-V/def2-TZVPD

The geometry in XYZ format:
```
52
C19H27GaNO4 ωB97M-V/def2-TZVPD
Ga -2.451 0.721 -0.730
O 4.757 6.852 1.548
O 2.745 2.427 3.702
O -1.183 -4.244 -2.179
O 2.685 -7.177 -0.011
N -6.374 1.240 -0.568
C 0.564 1.438 -1.776
C 2.049 -5.128 -0.984
C -0.547 -6.293 -1.206
C -5.488 0.004 -0.394
C 5.141 4.905 2.818
C 4.635 3.792 3.358
C 2.361 4.374 2.432
C 0.594 2.606 -0.585
C 1.795 -6.503 -0.510
C 2.867 5.487 1.892
C -0.293 -4.918 -1.680
C 0.550 -0.086 -1.174
C -0.930 -0.676 -0.795
C 3.208 3.445 3.206
C 0.425 -7.032 -0.662
C -0.764 -1.412 0.696
C -4.252 -0.092 -1.467
C 4.294 5.834 2.044
C 1.077 -4.389 -1.528
H 1.332 2.270 0.267
H 1.103 3.556 -1.093
H 5.242 3.099 3.928
H -4.521 0.333 -2.539
H 1.278 -0.220 -0.245
H -5.183 -0.107 0.731
H 3.059 -4.755 -0.866
H 1.317 4.105 2.328
H 1.247 -3.379 -1.880
H -2.138 2.084 -1.514
H -0.264 1.639 -2.592
H -4.036 -1.256 -1.619
H 0.290 -1.943 0.738
H -0.731 -0.525 1.473
H -1.207 -1.538 -1.542
H -7.149 1.189 0.160
H 0.255 -8.042 -0.310
H 0.988 -0.793 -2.031
H -2.741 1.027 0.844
H -6.204 -0.922 -0.630
H -0.460 2.829 -0.129
H 2.260 6.180 1.322
H 6.185 5.174 2.921
H -1.557 -6.666 -1.324
H -1.602 -2.201 0.909
H 1.610 1.562 -2.339
H -5.838 2.123 -0.414
```

## Properties
Electronic energy in eV: -82191.3910
Charge: -1
Strongest force on any atom in eV/Å: 2.566
Multiplicity: 1

So, what does the Löwdin scheme give us? The charges, in e, come out as: 0.31, 0.09, 0.11, 0.11, 0.08, -0.09, -0.31, 0.02, 0.02, -0.40, 0.01, 0.02, 0.02, -0.17, -0.39, 0.02, -0.38, -0.28, -0.43, -0.38, 0.01, -0.21, -0.34, -0.39, 0.03, 0.06, 0.07, 0.12, 0.04, 0.10, 0.08, 0.12, 0.12, 0.12, -0.08, 0.08, 0.04, 0.05, 0.06, 0.06, 0.05, 0.12, 0.09, -0.08, 0.09, 0.03, 0.12, 0.12, 0.12, 0.07, 0.09, 0.05